{
  "formula": "C50H43N2O3P2RuS2Si",
  "method": "ωB97M-V/def2-TZVPD",
  "s2": 8.77,
  "total_energy_ha": -4129.9054,
  "e_above_lowest_ev": 0.094,
  "multiplicity": 6,
  "e_homo_ev": [-7.109, -7.882],
  "symbols": ["Ru", "S", "S", "P", "P", "Si", "O", "O", "O", "N", "N", "C", "C", "C", "C", "C", "C", "C", "C", "C", "C", "C", "C", "C", "C", "C", "C", "C", "C", "C", "C", "C", "C", "C", "C", "C", "C", "C", "C", "C", "C", "C", "C", "C", "C", "C", "C", "C", "C", "C", "C", "C", "C", "C", "C", "C", "C", "C", "C", "C", "C", "H", "H", "H", "H", "H", "H", "H", "H", "H", "H", "H", "H", "H", "H", "H", "H", "H", "H", "H", "H", "H", "H", "H", "H", "H", "H", "H", "H", "H", "H", "H", "H", "H", "H", "H", "H", "H", "H", "H", "H", "H", "H", "H"],
  "coordinates": [[0.62276, -0.25999, 0.65353], [-1.60051, -1.91004, 1.11875], [1.23182, 2.95838, 0.71995], [-2.37700, -0.07844, 0.86809], [-0.66762, 2.56907, 0.35356], [2.09885, -3.16801, 0.08117], [1.41222, -1.77292, -0.39179], [7.98131, -0.56702, -2.51432], [5.45041, 0.75655, -1.89263], [2.87052, 0.23497, 1.28536], [7.26912, 0.61126, -0.57340], [3.73907, 0.25832, 0.28047], [-0.91255, -6.64108, -0.70045], [3.27146, 0.61518, 2.49854], [4.62363, -4.47482, -2.93104], [4.85901, -2.83392, -0.71519], [-3.27494, 1.21646, 3.14018], [-3.16893, -0.36919, -3.10109], [2.56029, -3.00448, 1.91045], [-4.82241, -0.36630, 2.18726], [-5.71990, -0.10220, 3.20988], [-0.21097, 1.83341, -3.61419], [-1.29449, 4.86515, 1.78941], [5.47423, 1.05046, 1.70800], [-1.97438, 3.32739, -2.07390], [-2.11071, 3.29044, -3.45751], [4.56827, 1.02048, 2.75489], [3.54527, -4.30023, -2.07270], [3.32027, -2.60301, 4.59562], [3.63840, -3.47228, -0.95211], [-4.17482, 1.47647, 4.16322], [0.87508, -4.55449, -0.18834], [-2.61512, -0.51323, -1.84056], [-0.07918, 1.86412, -2.23793], [8.12491, 0.59403, -1.74262], [4.18828, -3.22223, 3.70963], [-0.99544, 0.96689, 0.92588], [3.80324, -3.42350, 2.38693], [2.06326, -2.21100, 4.15204], [-1.23463, 2.54491, -4.22765], [-4.04286, 4.54784, 1.54286], [1.68862, -2.41225, 2.83114], [-4.36771, 0.31248, -3.26312], [-0.23744, -4.35356, -1.00395], [0.18694, -6.85682, 0.12024], [1.07271, -5.81828, 0.37077], [-2.15618, 5.77888, 2.38201], [-3.24818, 0.03607, -0.72658], [5.05670, 0.66487, 0.44302], [-5.39756, 0.82306, 4.19445], [-4.45050, 0.71950, -0.89606], [-1.80487, 3.78864, 1.07211], [-1.12617, -5.38943, -1.25961], [-5.00950, 0.85203, -2.15993], [-3.52877, 5.62040, 2.25868], [-0.96505, 2.60437, -1.45092], [5.94373, -3.00995, -1.56194], [-3.60435, 0.30802, 2.13832], [5.82434, -3.82950, -2.67716], [5.92392, 0.68878, -0.77374], [-3.18401, 3.63411, 0.95429], [5.16282, -3.55527, 4.04320], [4.49480, -3.91831, 1.71582], [0.34903, -7.83011, 0.56521], [7.61852, 0.24479, 0.29625], [-6.09924, 1.02575, 4.99274], [6.66853, -3.96500, -3.34131], [0.67592, -2.12644, 2.55681], [-5.06590, -1.10118, 1.42911], [-6.66709, -0.62382, 3.24292], [-2.66240, -0.79022, -3.95940], [4.52511, -5.11841, -3.79587], [9.16030, 0.63472, -1.41169], [-2.90417, 3.85617, -3.92860], [-1.68283, -1.05421, -1.70803], [4.85304, 1.32459, 3.75140], [-4.19987, 6.33209, 2.72121], [-4.96784, 1.13815, -0.04378], [7.89204, 1.48465, -2.32967], [1.92364, -5.99303, 1.02068], [-1.98945, -5.21685, -1.88966], [-1.34057, 2.52403, -5.30448], [-0.22035, 4.97339, 1.87919], [6.88071, -2.50583, -1.36264], [0.48916, 1.25956, -4.20671], [-1.60566, -7.44862, -0.89883], [-5.94721, 1.37927, -2.27818], [6.48500, 1.40063, 1.87589], [-2.65493, 3.93230, -1.49318], [-3.91898, 2.19123, 4.93414], [-1.75368, 6.61445, 2.93960], [3.61055, -2.44379, 5.62615], [1.36098, -1.75850, 4.84170], [-3.58758, 2.79994, 0.39894], [-5.11328, 4.41804, 1.44938], [2.61655, -4.81949, -2.27839], [7.09341, -0.53301, -2.90036], [-2.31686, 1.72004, 3.10795], [-4.80060, 0.42065, -4.24880], [2.52276, 0.60141, 3.28098], [4.97257, -2.19171, 0.15188], [-0.41307, -3.37126, -1.42316], [0.74631, 1.32911, -1.76581], [3.38447, -0.06336, -0.69138]],
  "atomic_forces_ev_per_a": [[-0.052, 0.205, 0.298], [-0.042, 0.097, -0.026], [0.066, 0.009, -0.020], [0.149, 0.010, -0.062], [-0.062, 0.027, -0.107], [-0.153, 0.204, 0.023], [-0.027, 0.162, -0.124], [-0.041, -0.007, -0.075], [-0.064, 0.094, -0.119], [-0.058, -0.080, 0.024], [0.039, 0.091, 0.033], [-0.002, 0.030, 0.003], [-0.001, 0.007, -0.002], [0.028, 0.024, 0.012], [-0.020, -0.002, 0.008], [0.012, -0.008, -0.030], [-0.072, -0.013, -0.077], [0.029, -0.020, 0.006], [0.094, -0.177, -0.135], [-0.035, 0.011, -0.002], [0.035, -0.027, -0.052], [0.013, -0.027, 0.045], [-0.017, 0.002, -0.001], [0.022, 0.002, -0.001], [-0.007, -0.066, -0.010], [-0.001, 0.003, 0.017], [-0.036, -0.001, 0.014], [0.085, -0.002, -0.030], [-0.009, -0.012, -0.063], [-0.078, -0.108, 0.090], [-0.008, 0.008, 0.016], [0.189, -0.021, 0.031], [0.069, 0.016, 0.017], [0.079, -0.060, 0.066], [0.024, 0.035, -0.012], [-0.070, 0.007, -0.054], [-0.217, -0.288, -0.186], [0.081, 0.014, 0.095], [-0.033, 0.001, 0.057], [-0.020, 0.013, 0.005], [-0.025, -0.047, -0.021], [0.042, -0.031, 0.179], [0.002, 0.000, 0.025], [-0.022, -0.092, 0.021], [0.019, 0.048, -0.002], [-0.089, -0.042, -0.002], [-0.008, -0.023, -0.014], [-0.062, 0.014, 0.037], [-0.053, 0.049, 0.001], [0.016, 0.010, 0.016], [0.019, -0.065, 0.001], [0.110, 0.069, 0.017], [-0.002, 0.008, 0.000], [0.010, 0.009, 0.003], [0.031, 0.019, 0.017], [0.144, 0.015, -0.016], [0.000, -0.005, 0.014], [0.129, 0.024, 0.128], [-0.011, 0.009, 0.016], [0.064, -0.234, 0.108], [0.036, 0.082, 0.046], [0.016, -0.004, 0.013], [0.010, 0.008, -0.019], [0.006, -0.015, 0.005], [-0.025, 0.005, -0.022], [-0.011, 0.009, 0.015], [0.010, -0.003, -0.006], [0.019, -0.056, -0.130], [-0.001, -0.003, -0.015], [-0.013, -0.007, 0.002], [0.006, -0.004, -0.015], [0.004, -0.009, -0.012], [-0.019, 0.007, 0.010], [-0.006, 0.003, -0.011], [-0.044, 0.022, -0.028], [-0.003, 0.000, 0.017], [-0.012, 0.013, 0.009], [-0.014, 0.008, 0.062], [0.021, -0.020, 0.013], [0.033, -0.013, 0.004], [-0.017, -0.005, -0.007], [-0.002, -0.001, -0.015], [-0.015, 0.004, 0.002], [-0.002, -0.009, -0.002], [0.010, -0.008, -0.016], [-0.013, -0.008, 0.000], [-0.011, 0.003, -0.004], [0.012, 0.007, -0.002], [-0.029, 0.032, 0.027], [-0.001, 0.008, 0.014], [0.001, 0.005, 0.003], [0.000, 0.002, 0.015], [-0.004, 0.012, 0.016], [-0.041, -0.063, -0.028], [-0.015, 0.001, -0.001], [-0.023, -0.005, -0.007], [0.060, -0.015, 0.029], [0.014, 0.005, 0.010], [-0.005, 0.002, -0.018], [0.029, -0.005, -0.025], [-0.013, -0.006, 0.003], [-0.003, 0.018, -0.030], [-0.153, 0.108, -0.106], [0.007, 0.004, 0.000]],
  "mulliken_charge": [0.93, -0.55, -0.58, 1.48, 1.25, -0.38, -0.63, -0.53, -0.70, 1.22, -0.14, -0.81, -0.40, -0.84, -0.70, 0.45, -0.50, -0.64, 0.65, -0.26, -0.71, -0.82, -0.83, -0.05, -0.03, -0.78, -1.19, -0.60, -0.46, 0.36, -0.63, 0.04, -0.55, -0.37, -0.50, -0.76, -0.54, -0.18, -0.89, -0.58, -0.95, -0.21, -0.63, -0.21, -0.77, -0.12, -0.64, 0.78, -0.01, -0.50, -0.40, 0.06, -0.68, -0.84, -0.65, 0.64, -1.04, 0.40, -0.74, 0.17, 0.11, 0.42, 0.52, 0.39, 0.29, 0.41, 0.40, 0.33, 0.46, 0.40, 0.47, 0.42, 0.37, 0.42, 0.26, 0.48, 0.41, 0.37, 0.30, 0.38, 0.42, 0.39, 0.40, 0.59, 0.45, 0.37, 0.43, 0.59, 0.44, 0.44, 0.41, 0.40, 0.50, 0.53, 0.46, 0.36, 0.36, 0.33, 0.39, 0.54, 0.72, 0.35, 0.05, 0.58]
}



{
  "formula": "C3H9N4O",
  "method": "ωB97M-V/def2-TZVPD",
  "total_energy_ha": -413.6172,
  "smiles": "[H]/N=C1/[C@H](O)C[NH2+]N1N",
  "e_above_lowest_ev": 3.557,
  "e_homo_ev": -13.884,
  "charge": 1,
  "symbols": ["O", "N", "N", "N", "N", "C", "C", "C", "H", "H", "H", "H", "H", "H", "H", "H", "H"],
  "coordinates": [[0.13829, -2.27565, 0.16508], [0.90460, 0.78333, 0.63100], [-1.77167, -0.38370, -1.29388], [-0.40983, 0.87123, 0.13648], [-1.22725, 1.39179, 1.16217], [1.62828, -0.28253, -0.15314], [-0.70540, -0.20286, -0.69135], [0.47640, -1.17116, -0.66054], [2.11449, 0.17913, -1.11404], [1.38504, 1.67080, 0.48232], [-1.12513, 2.49687, 1.14918], [2.46748, -0.81069, 0.49782], [-2.15259, 0.98114, 1.12117], [-0.67046, -2.66971, -0.23990], [-2.60869, 0.17134, -1.11949], [0.74684, -1.41077, -1.71385], [0.80960, 0.66142, 1.64098]],
  "atomic_forces_ev_per_a": [[-0.156, 0.616, -0.818], [0.914, 0.093, 0.120], [-0.952, -1.255, -0.428], [-0.040, 1.436, 0.294], [1.232, 2.535, -0.114], [1.842, -1.376, -0.482], [-0.127, 0.065, 0.316], [0.298, 0.164, -1.098], [-0.864, -0.521, 2.139], [-0.025, 0.177, 0.078], [-1.255, -3.131, -0.177], [-1.986, 1.184, -1.321], [-0.077, 0.452, -0.013], [0.728, 0.220, 0.451], [0.539, 0.324, -0.071], [-0.367, -0.487, 0.715], [0.296, -0.496, 0.408]],
  "mulliken_charge": [-0.51, 0.06, -0.56, 0.08, -0.70, -0.67, 0.10, 0.28, 0.31, 0.36, 0.29, 0.35, 0.26, 0.40, 0.26, 0.25, 0.43]
}



{
  "formula": "C7H11N3O",
  "method": "ωB97M-V/def2-TZVPD",
  "total_energy_ha": -512.0762,
  "e_above_lowest_ev": 0.622,
  "e_homo_ev": [-17.477, -16.520],
  "charge": 2,
  "symbols": ["O", "N", "N", "N", "C", "C", "C", "C", "C", "C", "C", "H", "H", "H", "H", "H", "H", "H", "H", "H", "H", "H"],
  "coordinates": [[0.90568, -0.63886, -0.97420], [2.88088, -0.80945, 0.01205], [-1.24448, -1.62715, -0.39941], [-0.98744, 0.61218, -0.11300], [0.94532, -0.62130, 1.46911], [-0.65467, 2.05076, -0.15958], [-2.03986, 0.22555, 0.68018], [1.58648, -0.67194, 0.18848], [-0.47290, -0.48368, -0.97650], [-2.11914, -1.19116, 0.53379], [0.24613, 2.56080, -1.01279], [-1.28083, -2.55181, -0.95296], [-2.58126, 0.82783, 1.34351], [3.58009, -0.93116, 0.78123], [3.36941, -0.78845, -0.89390], [-0.09444, -0.84299, 1.60311], [1.58468, -0.75985, 2.26931], [-0.62835, -0.47213, -2.09709], [0.64387, 3.57244, -1.07207], [-2.86058, -1.93902, 1.06994], [0.58923, 1.86796, -1.77314], [-1.36781, 2.61143, 0.47392]],
  "atomic_forces_ev_per_a": [[1.186, 0.100, 1.225], [1.332, 0.049, 0.869], [0.487, -0.509, -1.155], [-0.999, 2.000, -0.318], [0.287, -0.751, -1.753], [-0.282, -0.117, -0.524], [2.213, -3.404, -1.982], [-0.048, -0.259, -0.564], [-1.967, -0.719, -0.340], [-2.031, -0.994, 0.631], [-0.547, -1.102, 0.173], [-0.106, 1.893, 1.496], [-0.520, 0.948, 0.676], [-1.271, 0.246, -0.486], [-0.892, -0.032, 0.123], [0.027, 0.257, 0.050], [1.105, 0.127, 1.753], [-0.560, 0.759, 1.212], [-0.638, -0.120, 0.239], [1.666, 1.801, -1.261], [0.559, 0.104, 0.038], [0.998, -0.278, -0.100]],
  "mulliken_charge": [-0.32, -0.29, -0.02, 0.29, -0.90, 0.15, -0.05, 1.13, -0.41, -0.50, -0.77, 0.34, 0.43, 0.29, 0.29, 0.35, 0.43, 0.30, 0.32, 0.39, 0.24, 0.30]
}



What did the third record say?
{
  "formula": "C7H11N3O",
  "method": "ωB97M-V/def2-TZVPD",
  "total_energy_ha": -512.0762,
  "e_above_lowest_ev": 0.622,
  "e_homo_ev": [-17.477, -16.520],
  "charge": 2,
  "symbols": ["O", "N", "N", "N", "C", "C", "C", "C", "C", "C", "C", "H", "H", "H", "H", "H", "H", "H", "H", "H", "H", "H"],
  "coordinates": [[0.90568, -0.63886, -0.97420], [2.88088, -0.80945, 0.01205], [-1.24448, -1.62715, -0.39941], [-0.98744, 0.61218, -0.11300], [0.94532, -0.62130, 1.46911], [-0.65467, 2.05076, -0.15958], [-2.03986, 0.22555, 0.68018], [1.58648, -0.67194, 0.18848], [-0.47290, -0.48368, -0.97650], [-2.11914, -1.19116, 0.53379], [0.24613, 2.56080, -1.01279], [-1.28083, -2.55181, -0.95296], [-2.58126, 0.82783, 1.34351], [3.58009, -0.93116, 0.78123], [3.36941, -0.78845, -0.89390], [-0.09444, -0.84299, 1.60311], [1.58468, -0.75985, 2.26931], [-0.62835, -0.47213, -2.09709], [0.64387, 3.57244, -1.07207], [-2.86058, -1.93902, 1.06994], [0.58923, 1.86796, -1.77314], [-1.36781, 2.61143, 0.47392]],
  "atomic_forces_ev_per_a": [[1.186, 0.100, 1.225], [1.332, 0.049, 0.869], [0.487, -0.509, -1.155], [-0.999, 2.000, -0.318], [0.287, -0.751, -1.753], [-0.282, -0.117, -0.524], [2.213, -3.404, -1.982], [-0.048, -0.259, -0.564], [-1.967, -0.719, -0.340], [-2.031, -0.994, 0.631], [-0.547, -1.102, 0.173], [-0.106, 1.893, 1.496], [-0.520, 0.948, 0.676], [-1.271, 0.246, -0.486], [-0.892, -0.032, 0.123], [0.027, 0.257, 0.050], [1.105, 0.127, 1.753], [-0.560, 0.759, 1.212], [-0.638, -0.120, 0.239], [1.666, 1.801, -1.261], [0.559, 0.104, 0.038], [0.998, -0.278, -0.100]],
  "mulliken_charge": [-0.32, -0.29, -0.02, 0.29, -0.90, 0.15, -0.05, 1.13, -0.41, -0.50, -0.77, 0.34, 0.43, 0.29, 0.29, 0.35, 0.43, 0.30, 0.32, 0.39, 0.24, 0.30]
}